Entry 1:
# C4H27NO11

A 10-piece molecular cluster, C4H27NO11 overall (ωB97M-V/def2-TZVPD, OMol25).

```
! RIJCOSX wB97M-V def2-TZVPD def2/J DEFGRID3
* xyz 0 1
C 2.103 0.096 -0.509
C 0.694 -0.077 -0.204
N -0.028 -0.167 -1.483
C -1.491 -0.161 -1.328
C -2.053 1.265 -1.665
O -2.115 1.913 -2.655
O -2.559 1.926 -0.538
H 2.443 0.002 -1.517
H 2.764 -0.426 0.077
H 2.545 1.144 -0.381
H 0.214 0.517 0.754
H 0.472 -1.093 0.440
H 0.284 0.596 -2.162
H -1.996 -0.940 -1.916
H -1.891 -0.340 -0.339
H -3.210 2.632 -0.678
O 1.341 -1.548 3.537
H 0.361 -1.435 3.424
H 1.627 -0.811 4.266
O 0.207 -4.079 -0.672
H 0.458 -3.366 -1.256
H 1.031 -4.380 -0.180
O -2.355 1.365 2.203
H -1.880 1.442 1.315
H -3.206 1.775 1.789
O 0.919 2.091 -3.713
H 1.233 1.250 -4.120
H 0.025 2.376 -3.866
O 3.010 3.474 0.511
H 2.484 4.066 -0.042
H 2.458 3.190 1.193
O -2.032 -2.760 0.757
H -1.215 -3.206 0.429
H -2.676 -3.479 0.791
O 1.385 -3.635 1.498
H 1.504 -2.696 1.357
H 1.152 -3.536 2.425
O 0.807 3.844 -1.322
H 1.296 4.068 -2.083
H 0.203 3.078 -1.521
O -1.255 -1.319 2.739
H -1.569 -0.529 2.361
H -1.487 -2.128 2.286
*
```

Computed properties:
**LUMO**: 0.067 eV
**Structure (SMILES)**: CCNCC(=O)O.O.O.O.O.O.O.O.O.O
**Relative energy (zero: lowest compared OMol25 entry of this formula, charge and spin)**: 121.3 kcal per mole
**Calculated total energy**: -1050.91858 Eh
**HOMO-LUMO gap**: 0.3464 hartree

Atomic partial charges in e from the natural (NBO) method, atoms 1 to 2:
1. C -0.6809
2. C -0.2215

Entry 2:
# C6H9N

A 2-piece molecular cluster, C6H9N overall (ωB97M-V/def2-TZVPD, OMol25).

```
! RIJCOSX wB97M-V def2-TZVPD def2/J DEFGRID3
* xyz 0 1
C 0.449 2.019 0.230
C -0.532 1.000 0.740
C 2.440 -0.592 -1.402
C -1.964 -1.141 0.313
C -0.808 -1.282 -0.643
C -0.910 -0.110 0.163
N 2.943 -0.961 -0.419
H 1.203 1.509 -0.256
H 1.152 2.472 0.990
H -1.231 1.436 1.476
H -0.142 2.518 -0.497
H -2.852 -0.943 -0.184
H -2.163 -1.833 1.116
H 0.059 -2.035 -0.363
H -1.162 -1.288 -1.682
H 3.519 -0.768 0.418
*
```

Computed properties:
**LUMO**: 0.955 eV
**Relative energy (zero: lowest compared OMol25 entry of this formula, charge and spin)**: 106.2 kcal per mole
**Calculated total energy**: -288.61274 Eh
**HOMO-LUMO gap**: 0.3723 hartree

Atomic partial charges in e from the natural (NBO) method, atoms 1 to 2:
1. C -0.6619
2. C -0.1668

Entry 3:
# C23H22BF4N5O3OsS

C23H22BF4N5O3OsS as an isolated structure (ωB97M-V/def2-TZVPD, OMol25).

```
! RIJCOSX wB97M-V def2-TZVPD def2/J DEFGRID3
* xyz 2 5
Os -1.233 0.873 0.043
C -1.865 -1.774 -1.484
N -1.994 -1.364 -0.077
C -3.339 -1.347 0.529
C -3.277 -0.381 1.673
N -2.484 0.691 1.634
C -2.599 1.350 2.867
C -1.982 2.493 3.359
C -2.338 2.882 4.634
C -3.279 2.164 5.391
C -3.893 1.029 4.904
C -3.524 0.638 3.624
N -3.918 -0.446 2.831
C -0.652 -1.082 -2.036
N -0.230 0.086 -1.554
C 0.922 0.448 -2.267
C 1.742 1.564 -2.172
C 2.793 1.631 -3.062
C 3.017 0.624 -4.017
C 2.202 -0.485 -4.115
C 1.147 -0.547 -3.214
N 0.135 -1.493 -3.024
H -2.748 -1.438 -2.031
H -1.782 -2.857 -1.600
H -1.330 -1.838 0.541
H -3.656 -2.335 0.867
H -4.054 -0.985 -0.213
H -1.261 3.050 2.777
H -1.884 3.763 5.063
H -3.528 2.512 6.383
H -4.618 0.478 5.488
H -4.565 -1.172 3.103
H 1.560 2.347 -1.448
H 3.457 2.484 -3.036
H 3.848 0.728 -4.702
H 2.369 -1.251 -4.859
H 0.021 -2.350 -3.544
F -2.718 1.234 -1.086
B -2.253 3.816 -1.000
F -3.131 4.310 -1.815
F -2.498 3.653 0.295
F -1.047 3.426 -1.422
C 5.072 -2.286 -2.065
C 4.017 -1.842 -1.095
C 2.871 -2.605 -0.876
C 1.913 -2.209 0.046
C 2.112 -1.032 0.753
C 3.255 -0.258 0.568
C 4.192 -0.667 -0.360
S 0.939 -0.506 1.933
O -0.118 -1.484 2.016
O 1.549 0.005 3.100
O 0.292 0.766 1.172
H 4.763 -3.169 -2.621
H 5.995 -2.528 -1.537
H 5.307 -1.489 -2.771
H 2.747 -3.543 -1.404
H 1.059 -2.838 0.263
H 3.410 0.637 1.158
H 5.092 -0.081 -0.504
*
```

Computed properties:
**LUMO (spin up / spin down)**: -5.643 / -8.783 eV
**Relative energy (zero: lowest compared OMol25 entry of this formula, charge and spin)**: 0.0 kcal per mole
**Calculated total energy**: -2302.02830 Eh
**HOMO-LUMO gap (spin up / spin down)**: 0.3345 / 0.2208 hartree

Atomic partial charges in e from the natural (NBO) method, atoms 1 to 2:
1. Os 1.9481
2. C -0.2833

What is the calculated total energy in the third record?
-2302.02830 Eh

Which value of calculated total energy does entry 1 give?
-1050.91858 Eh

Please write out number 3 again, unchanged.
# C23H22BF4N5O3OsS

C23H22BF4N5O3OsS as an isolated structure (ωB97M-V/def2-TZVPD, OMol25).

```
! RIJCOSX wB97M-V def2-TZVPD def2/J DEFGRID3
* xyz 2 5
Os -1.233 0.873 0.043
C -1.865 -1.774 -1.484
N -1.994 -1.364 -0.077
C -3.339 -1.347 0.529
C -3.277 -0.381 1.673
N -2.484 0.691 1.634
C -2.599 1.350 2.867
C -1.982 2.493 3.359
C -2.338 2.882 4.634
C -3.279 2.164 5.391
C -3.893 1.029 4.904
C -3.524 0.638 3.624
N -3.918 -0.446 2.831
C -0.652 -1.082 -2.036
N -0.230 0.086 -1.554
C 0.922 0.448 -2.267
C 1.742 1.564 -2.172
C 2.793 1.631 -3.062
C 3.017 0.624 -4.017
C 2.202 -0.485 -4.115
C 1.147 -0.547 -3.214
N 0.135 -1.493 -3.024
H -2.748 -1.438 -2.031
H -1.782 -2.857 -1.600
H -1.330 -1.838 0.541
H -3.656 -2.335 0.867
H -4.054 -0.985 -0.213
H -1.261 3.050 2.777
H -1.884 3.763 5.063
H -3.528 2.512 6.383
H -4.618 0.478 5.488
H -4.565 -1.172 3.103
H 1.560 2.347 -1.448
H 3.457 2.484 -3.036
H 3.848 0.728 -4.702
H 2.369 -1.251 -4.859
H 0.021 -2.350 -3.544
F -2.718 1.234 -1.086
B -2.253 3.816 -1.000
F -3.131 4.310 -1.815
F -2.498 3.653 0.295
F -1.047 3.426 -1.422
C 5.072 -2.286 -2.065
C 4.017 -1.842 -1.095
C 2.871 -2.605 -0.876
C 1.913 -2.209 0.046
C 2.112 -1.032 0.753
C 3.255 -0.258 0.568
C 4.192 -0.667 -0.360
S 0.939 -0.506 1.933
O -0.118 -1.484 2.016
O 1.549 0.005 3.100
O 0.292 0.766 1.172
H 4.763 -3.169 -2.621
H 5.995 -2.528 -1.537
H 5.307 -1.489 -2.771
H 2.747 -3.543 -1.404
H 1.059 -2.838 0.263
H 3.410 0.637 1.158
H 5.092 -0.081 -0.504
*
```

Computed properties:
**LUMO (spin up / spin down)**: -5.643 / -8.783 eV
**Relative energy (zero: lowest compared OMol25 entry of this formula, charge and spin)**: 0.0 kcal per mole
**Calculated total energy**: -2302.02830 Eh
**HOMO-LUMO gap (spin up / spin down)**: 0.3345 / 0.2208 hartree

Atomic partial charges in e from the natural (NBO) method, atoms 1 to 2:
1. Os 1.9481
2. C -0.2833